Here is a 7-piece molecular cluster, C19H56N4O7 overall from OMol25. Energies are from the ωB97M-V functional and the def2-TZVPD basis.

Computed properties:
Max |F|: 0.0496 hartree/bohr
Total charge: 0
HOMO: -9.03 eV
Molecular weight: 452.678 u
ΔE to the lowest compared entry with this formula, charge and spin: 48.32 kcal/mol
Energy: -1503.01236 a.u.

Atoms and positions in Å:
1 C 5.64 -1.45 -0.27
2 O 4.91 -0.70 -1.21
3 C 5.11 -1.26 -2.53
4 C 4.42 -0.45 -3.64
5 C 4.45 1.05 -3.42
6 N 3.02 -0.73 -3.85
7 H 5.71 -2.54 -0.60
8 H 5.21 -1.38 0.72
9 H 6.64 -1.04 -0.18
10 H 6.17 -1.26 -2.79
11 H 4.72 -2.29 -2.50
12 H 4.91 -0.64 -4.56
13 H 3.57 1.44 -2.89
14 H 4.53 1.56 -4.38
15 H 5.33 1.28 -2.78
16 H 2.75 -1.68 -4.06
17 H 2.52 -0.49 -3.05
18 C -1.57 5.12 -3.40
19 O -2.61 4.94 -2.46
20 C -3.23 3.69 -2.57
21 C -3.91 3.27 -1.26
22 C -4.79 2.06 -1.49
23 N -4.71 4.33 -0.58
24 H -1.87 5.05 -4.45
25 H -0.66 4.39 -3.20
26 H -1.14 6.15 -3.34
27 H -3.88 3.59 -3.46
28 H -2.36 3.00 -2.60
29 H -3.09 3.05 -0.51
30 H -4.21 1.30 -2.11
31 H -5.64 2.38 -2.15
32 H -5.06 1.68 -0.49
33 H -4.24 4.88 0.12
34 H -4.89 5.11 -1.22
35 C 3.70 1.19 2.53
36 O 3.03 2.31 3.16
37 C 2.01 1.91 4.10
38 C 0.63 1.51 3.44
39 C 0.26 2.60 2.51
40 N -0.47 1.25 4.32
41 H 3.14 0.25 2.59
42 H 4.68 1.07 3.08
43 H 3.80 1.45 1.44
44 H 2.37 1.09 4.67
45 H 1.84 2.68 4.87
46 H 0.75 0.51 2.91
47 H -0.71 2.33 2.04
48 H 0.98 2.93 1.71
49 H -0.02 3.51 3.06
50 H -0.70 2.02 4.90
51 H -0.30 0.42 4.87
52 C -5.77 -1.81 -0.07
53 O -4.83 -1.11 0.71
54 C -3.45 -1.22 0.29
55 C -2.48 -0.46 1.18
56 C -1.06 -0.78 0.84
57 N -2.83 -0.88 2.60
58 H -6.52 -2.19 0.61
59 H -5.30 -2.69 -0.58
60 H -6.24 -1.13 -0.82
61 H -3.12 -2.28 0.23
62 H -3.37 -0.75 -0.71
63 H -2.65 0.63 0.96
64 H -0.37 -0.21 1.46
65 H -0.83 -0.51 -0.21
66 H -0.84 -1.87 1.06
67 H -3.88 -0.88 2.61
68 H -2.52 -0.05 3.14
69 C 1.17 -4.35 -3.17
70 O 1.18 -3.41 -4.29
71 H 0.68 -3.89 -2.34
72 H 0.65 -5.23 -3.49
73 H 2.23 -4.64 -2.90
74 H 0.30 -3.04 -4.44
75 C -1.95 -4.42 4.63
76 O -2.44 -3.82 3.47
77 H -1.02 -3.99 4.98
78 H -2.77 -4.52 5.36
79 H -1.68 -5.39 4.28
80 H -2.31 -2.87 3.41
81 C 2.47 -2.75 0.51
82 O 2.32 -1.37 0.17
83 H 2.19 -3.43 -0.30
84 H 3.47 -3.03 0.86
85 H 1.85 -3.01 1.42
86 H 2.96 -1.14 -0.54


Here is one molecule with the formula C3HNO2 from OMol25. Energies are from the ωB97M-V functional and the def2-TZVPD basis.

Computed properties:
Max |F|: 0.1468 hartree/bohr
Total charge: 0
HOMO: -10.89 eV
Molecular weight: 83.046 u
ΔE to the lowest compared entry with this formula, charge and spin: 19.16 kcal/mol
Energy: -320.06874 a.u.

Atoms and positions in Å:
1 N 1.85 -1.49 0.20
2 C 0.75 -1.07 0.47
3 C -0.57 -0.43 0.40
4 O -1.57 -0.73 0.92
5 C -0.24 0.88 -0.46
6 O -1.11 1.65 -0.83
7 H 0.89 1.20 -0.72